(1)
119
Properties=species:S:1:pos:R:3:forces:R:3 method="wB97M-V/def2-TZVPD" e_homo_ev=-8.36 fmax_ev_per_a=5.26 smiles="COCCNCCOC.COCCNCCOC.COCCNCCOC.ClC(Cl)Cl.ClC(Cl)Cl.ClC(Cl)Cl.ClC(Cl)Cl.CC(N)=O.CC(N)=O.CC(N)=O" total_charge=0 multiplicity=1
H 5.713158 -0.962941 4.568643 0.343 0.585 -0.240
H 5.606514 -0.097083 6.111357 -0.160 0.662 -0.131
Cl -2.900941 -6.653023 -5.243655 -0.638 0.567 0.221
C 5.188952 -5.296872 -0.881342 -0.514 -0.504 0.238
C 5.027544 -0.513808 5.287201 0.750 -1.312 -1.154
H 6.156964 -6.507246 -9.229786 0.405 0.062 0.422
H -8.000673 5.220479 9.070531 0.040 0.215 -0.392
C 6.835093 0.463907 0.255824 0.195 0.136 -1.282
Cl 4.521381 3.120870 -6.420470 -0.447 0.251 0.532
H 0.819617 -2.827343 4.051604 0.487 -0.016 0.007
H -7.640384 4.612932 12.630203 0.330 -0.068 -0.002
N 0.948990 0.360554 5.158801 1.294 0.292 0.602
H -0.470286 -4.074995 -11.161715 0.150 0.654 -0.178
C -8.006739 4.682990 11.606006 -0.483 -0.472 1.400
H 0.893173 -0.126207 3.194500 0.113 -0.455 -0.748
H -4.520743 4.782263 6.260686 -0.362 0.151 0.371
C 1.952684 1.435207 5.043144 0.130 -0.564 0.846
N -5.103067 3.384448 8.507015 -0.188 0.023 0.803
H 2.849602 3.383243 -4.716083 0.389 0.121 -0.119
H -2.198910 4.135454 1.176683 -0.397 -0.147 -0.042
H -8.663508 5.552203 11.640926 -0.345 0.059 -0.598
H -1.478152 -3.315439 -9.910344 0.191 0.377 0.125
O 0.007791 4.257087 0.457358 3.394 -1.800 2.538
N 4.677738 1.541749 0.652557 -2.084 0.630 1.685
H -2.837903 4.846802 6.310977 0.545 -0.692 0.238
H 5.338933 -6.369013 -0.754458 0.630 0.353 -0.132
H 5.254848 -5.065881 -7.344486 -0.442 0.179 0.619
H -6.394348 4.639013 7.538026 -0.135 0.092 -0.267
C 5.186335 -4.300714 -8.117737 1.327 0.064 -0.079
C 1.169405 -0.632165 4.119589 -1.266 -0.281 -0.473
H 0.064741 -1.909676 -8.284970 -1.120 -0.286 -0.180
C -2.783758 -5.846192 -3.659943 0.718 -0.323 0.139
N -2.286983 -0.820088 -0.784271 -1.572 -0.008 1.355
O 5.462788 1.488656 -1.453142 0.036 -0.185 1.709
H 3.874658 1.911877 5.801255 0.169 0.223 0.228
C 3.353750 1.000458 5.507887 -1.218 1.056 0.736
C 5.768150 -5.770927 -9.933173 0.482 -0.915 0.565
H 2.027880 1.907419 4.063623 -0.097 -0.057 -0.424
H -4.944500 1.665545 6.447804 -0.771 -0.522 -0.513
H 1.935490 -1.960019 -6.883709 0.047 0.376 -0.081
Cl -1.967677 -7.041605 -2.603973 -0.299 0.477 0.200
H -5.067401 1.364654 -6.728173 -0.127 -0.348 -0.191
H -2.662736 -2.629961 3.271428 -0.248 0.142 0.342
H 3.773924 1.871122 0.344765 0.215 0.178 -0.168
H -3.012177 2.974037 8.157293 -0.349 -0.370 0.412
C -4.960910 2.363906 5.611072 0.746 0.199 0.021
H -5.825026 3.024200 5.684693 0.035 0.322 0.272
Cl 6.417049 -4.544374 -1.903730 -0.245 -0.214 0.459
H -3.197564 -0.453381 -1.021886 -0.119 -0.161 0.557
H -8.527893 3.744703 11.415975 -0.578 0.045 -0.026
H 4.389432 -2.367874 -8.641394 0.380 0.143 -0.257
C 1.997486 -2.384140 -7.885895 -1.194 -2.546 -0.410
H 7.300422 0.185993 -0.689872 0.135 -0.080 0.044
H 0.223085 5.631821 -1.490597 0.128 -0.485 -0.339
C -0.035730 -1.101133 -1.580075 0.998 -0.081 0.174
H -2.054602 -1.136857 0.146191 -0.042 0.137 -0.298
C -6.030154 0.915765 -6.972507 -0.667 -0.050 -0.194
C 0.286368 -1.902104 4.269929 0.930 0.231 0.970
H -3.393619 4.576347 8.755831 0.229 0.394 -0.126
H -4.964776 1.987848 4.588004 -0.234 -0.787 0.300
Cl -6.074192 -0.812258 -6.575715 0.248 0.373 0.166
C -7.259540 4.502991 9.422689 0.734 -0.593 -0.397
H 0.022192 0.762000 5.157254 -0.121 -0.165 -0.309
H 4.590206 -1.438736 5.663186 -0.962 0.200 0.372
Cl 5.076738 -4.621042 0.756590 0.384 0.147 -0.191
C 5.586873 1.242652 -0.241583 1.910 -1.038 -2.206
Cl -7.270810 1.811842 -6.086706 0.084 -0.025 0.446
H -0.916976 4.429836 -2.245540 0.099 0.420 -0.495
Cl 4.104174 5.414891 -4.634167 -0.588 -0.653 -0.459
O -3.704168 3.011236 5.687580 0.966 2.138 0.870
H 0.575032 -0.203490 -1.676477 0.160 -0.015 0.233
H 0.297049 -1.747475 -2.392227 -0.291 -0.035 -0.029
O 4.831985 -4.941605 -9.297865 -1.172 -0.276 -1.999
C -1.682509 -3.029094 3.532096 -1.195 1.328 -0.659
H 4.527946 -2.673032 -6.906664 0.055 0.088 0.091
H -1.416130 6.066752 -1.622227 -0.529 -0.379 -0.077
O -0.837898 -1.846677 3.472754 -1.644 -1.128 -1.174
N -2.140325 4.400666 0.203884 -4.576 -0.991 2.394
H 2.228490 -0.881603 4.054585 -0.155 -0.028 0.231
H -2.100018 -5.006062 -3.781507 -0.255 -0.173 0.046
H 4.726164 1.329362 1.638782 0.369 -0.177 -0.251
C -5.990769 4.533419 8.545043 -1.532 0.785 -1.245
C -0.775839 5.195707 -1.482892 0.788 0.776 -1.590
H 2.348200 -1.668529 -8.629528 -0.106 0.366 -0.053
H -7.728151 3.519384 9.390713 -0.115 -0.351 -0.253
H -5.501535 5.494790 8.701612 0.419 0.112 0.452
O -6.946426 4.787771 10.745822 1.627 0.504 0.120
H 6.610178 -5.283413 -10.424506 0.072 0.609 0.273
H -5.114181 3.061694 9.464001 0.575 -0.482 0.141
H 3.245413 0.370868 6.391048 -0.266 0.037 0.202
Cl -6.422515 1.108289 -8.685022 0.474 0.039 -0.214
H -0.942754 -4.974822 -9.876691 0.378 -0.246 1.138
C -0.930985 4.514279 -0.202691 0.686 2.711 -2.246
C 4.263983 -3.121820 -7.864277 -0.468 -1.221 0.107
Cl 1.983254 4.527376 -6.558545 0.391 0.124 0.431
H -0.076671 -1.951453 5.296514 0.396 -0.074 0.477
H -1.604097 -3.783167 2.748951 1.278 -0.009 -0.155
H 2.678760 -4.238300 -8.548195 -0.039 0.317 -0.330
O 4.138506 0.338210 4.578306 0.914 -1.092 -0.025
O 0.613115 -3.503207 -9.543843 -0.509 -0.095 0.454
Cl -4.276939 -5.208449 -2.919721 0.484 -0.518 -0.609
H 0.195723 -3.549684 -7.476626 -0.248 -0.029 -0.080
H 5.364533 -6.432919 -10.699324 -0.904 0.537 -0.065
H 7.599053 1.042283 0.775367 -0.390 0.255 0.261
C -3.663988 4.187386 6.577168 -1.471 -1.143 -0.033
C -3.748944 3.775747 8.107075 0.337 0.435 -1.562
Cl 3.593534 -5.224742 -1.620042 -0.266 0.241 -0.372
O -1.784523 -0.188460 -2.844337 -0.234 0.252 -0.190
N 2.869513 -3.551301 -7.832848 0.581 0.526 0.744
H 1.671411 2.218543 5.746959 -0.120 0.077 -0.023
H -2.951568 4.845908 -0.200766 0.435 -0.161 -0.133
H -1.814191 -3.549137 4.480948 0.628 0.386 0.347
C 0.552820 -2.884042 -8.262438 1.872 1.226 -0.070
C -1.437079 -0.658436 -1.772430 1.134 -0.206 -1.801
C 3.307878 4.030035 -5.464248 0.264 0.143 -0.363
H 6.664305 -0.478399 0.776390 -0.457 0.260 0.267
H 0.162381 -1.602934 -0.632941 0.003 0.130 0.043
H 6.206507 -3.935171 -8.234897 0.306 0.370 0.134
C -0.614979 -3.956949 -10.087827 -0.055 -0.275 -0.869

***

(2)
126
Properties=species:S:1:pos:R:3:forces:R:3 method="wB97M-V/def2-TZVPD" e_homo_ev=-9.35 fmax_ev_per_a=5.68 total_charge=0 multiplicity=1
H -6.320997 -10.749239 23.681193 0.578 -0.042 -0.545
F -5.531664 -4.431915 17.746579 -0.928 0.628 0.922
C -5.492153 -10.405188 24.299855 1.186 0.620 0.266
H -5.092169 -5.471905 24.106967 -0.260 0.074 0.084
F -9.708667 2.532167 20.482986 0.770 0.621 0.133
H -12.916273 11.769254 18.641983 0.154 0.033 -0.127
P -4.616492 -4.684395 16.465665 -0.990 0.408 -1.321
C -4.075665 -6.982173 22.953408 -0.875 -0.300 0.612
H -5.976621 -8.141022 23.214335 0.003 0.326 0.095
H -4.422423 -3.473964 22.671316 -0.146 -0.137 0.117
H 1.597925 4.504602 20.068191 -0.122 -0.489 -0.520
H -10.786375 15.309144 19.672314 0.234 0.144 0.000
H -6.982901 3.356075 19.718824 -0.807 -0.963 -0.167
C -3.898443 -4.429579 22.689852 0.588 0.359 -0.229
F -2.943428 6.120413 14.915753 -0.839 -0.168 -0.029
H 0.688313 7.835262 16.496501 0.236 -0.392 0.244
F -4.134925 4.248682 14.020065 0.625 0.485 1.114
H -3.613637 -4.650989 21.661279 0.855 0.460 0.086
H -6.317457 5.230025 18.842598 -0.042 0.434 -1.261
C -13.457285 9.968393 22.232305 -0.078 1.267 0.090
C 0.194988 7.281338 18.622498 -5.384 0.462 -0.693
H -11.304297 8.678698 20.277675 -0.298 0.172 0.140
C -3.104250 -10.948736 25.057272 -2.179 -1.173 0.971
H 0.191333 5.304681 20.605552 -0.387 0.313 -0.503
P -6.625255 7.223519 23.619086 1.569 0.922 -0.062
C -4.976291 -8.081859 23.643208 0.811 0.890 -0.815
C -4.972594 -10.693129 19.917289 0.092 0.254 -0.068
F -9.967661 3.961027 18.733838 -0.992 -0.717 -0.270
H -4.705057 4.647823 18.354404 -0.074 -0.301 0.268
F -11.606340 2.346387 17.874863 -0.384 1.379 0.556
H -10.692625 10.383301 21.827053 -0.352 0.194 0.052
H -4.511586 -12.397985 24.485649 -0.861 -0.023 -0.160
H -6.109608 -9.847668 21.570448 -0.369 -0.595 -0.105
H -5.972461 -9.799726 25.068510 0.200 0.282 -0.103
H -11.195557 13.143038 21.354134 0.413 -0.032 -0.153
H -3.169160 -9.521647 22.014625 0.095 -0.101 -0.442
H -6.127605 3.855600 17.602924 -0.212 0.103 0.305
C -4.129090 -10.000457 22.208001 1.685 0.195 0.479
F -4.534792 -3.089592 16.250011 0.146 0.194 -0.187
C -5.082297 2.291397 19.742790 2.190 -1.267 0.776
F -3.304129 -4.625209 17.403685 0.573 -0.145 -0.220
H -12.138404 10.912969 24.487115 0.105 0.217 -0.007
C -5.750558 4.369594 18.487078 -0.030 0.932 1.275
C -10.731904 10.741105 20.798205 -1.210 -2.298 -0.257
H -4.929542 0.149502 19.513469 0.117 0.305 -0.002
H -14.273559 8.885844 23.851136 -0.138 -0.127 -0.070
H -13.153266 10.274442 25.731661 -0.020 -0.164 0.023
F -9.571917 1.692346 18.353978 0.835 0.291 0.076
H -14.251700 9.599197 21.583688 -0.115 -0.056 0.119
H 1.283399 8.932182 17.818352 0.303 -0.005 -0.314
H -12.622868 12.091786 22.422768 -0.179 -0.438 0.450
H 1.933740 6.722386 19.546739 0.288 0.258 0.643
P -2.567985 4.725088 14.190531 -0.558 0.221 -2.968
F -6.034662 7.790967 22.172849 -1.259 0.520 -0.063
C -11.623438 10.011347 18.608698 -0.478 0.966 0.473
F -0.994427 5.348986 14.236378 -0.782 -1.609 0.325
N -12.089608 11.466027 20.519161 0.983 0.850 1.593
H -12.615836 13.517946 20.494309 0.002 0.179 -0.825
H -4.306445 -10.194135 19.213469 -0.264 -0.271 -0.353
F -5.715104 5.939109 23.191903 -0.230 -0.959 1.386
P -10.683943 2.537754 19.175840 -0.315 -1.581 1.845
F -7.913747 6.475932 23.017799 0.017 0.477 -0.724
H -3.916926 -11.055717 22.379705 -0.122 -0.148 -0.337
H -4.522982 -11.654106 20.167222 -0.207 -0.065 0.104
H -9.993599 12.458826 18.914865 -0.344 -0.230 0.397
F -11.259041 1.127418 19.806493 -0.308 0.291 -0.682
H -2.328088 -9.275089 24.075914 -0.311 0.663 -0.136
C -13.899010 9.902395 23.730914 0.459 -1.143 -0.430
H -2.794386 -11.049129 26.097465 0.138 0.509 -0.022
F -2.508727 3.999237 15.677802 0.705 0.309 -1.297
O -3.909574 2.487189 20.033208 -3.307 -0.066 -0.751
H -9.767655 11.222574 20.635394 -0.778 1.055 -0.252
H -13.645786 10.450840 19.379768 0.294 -0.394 0.781
C -3.252312 -9.542330 24.588264 1.371 -0.646 -1.070
C -10.052814 14.552842 19.393055 -0.315 -0.872 -0.600
H -5.190445 -8.731746 20.765590 0.597 0.099 -0.060
N -5.987908 3.529137 19.730871 0.581 -1.555 -0.764
H -11.051031 10.684788 17.970782 0.331 -0.517 -0.214
F -3.783729 -4.936624 15.104035 1.227 -0.309 0.702
C -10.759094 13.202344 19.136933 -1.496 0.989 1.558
C -12.662876 10.905687 19.256898 -1.119 0.863 -0.948
H -0.412202 8.870085 17.392265 0.035 -0.137 0.035
F -4.791696 -6.240731 16.800040 0.686 -1.258 -0.385
H -4.987424 -7.883262 24.714914 -0.546 0.259 -0.170
H -12.628356 9.274325 22.093610 0.183 0.173 0.087
H -6.611888 0.598177 19.783597 -0.103 0.621 0.195
H -9.533567 14.832118 18.476277 -0.004 0.298 0.149
F -2.734699 5.365742 12.657518 0.173 1.136 1.202
F -7.101371 6.732879 25.084452 0.397 -0.554 -0.291
H -5.843254 0.970750 18.258675 -0.090 -0.005 -0.178
H -13.975966 11.932272 21.317544 -0.100 -0.122 0.078
H -9.313042 14.401573 20.179161 -0.056 0.261 0.061
N -4.437289 -9.494959 23.590461 -1.418 0.622 1.796
C -4.751620 -5.561753 23.075441 -1.154 -2.161 0.237
H -3.116859 -6.989839 23.471806 0.152 0.150 0.017
H -3.383721 -8.947432 25.492111 -0.616 0.546 -0.637
C 0.717736 5.026400 19.692568 0.349 0.169 0.645
H -2.425964 -11.616632 24.526281 -0.289 0.281 -0.506
C -12.756382 10.051788 24.741202 0.035 0.956 -0.034
H -9.854558 9.219205 19.557861 0.073 -0.009 -0.015
F -5.336171 7.922303 24.348925 -0.020 -0.371 -0.193
C -11.700143 12.932534 20.411169 1.115 -0.788 -0.871
C -10.853180 9.562961 19.827476 1.513 -1.182 0.041
H -5.093055 -11.628843 25.961352 0.417 -0.142 0.081
H -11.460984 13.232779 18.303550 0.347 0.254 -0.298
C -5.674089 0.925213 19.334501 0.480 0.816 -0.019
H -14.769533 10.507620 23.983865 0.236 0.469 -0.248
H -5.612200 -5.561985 22.406481 -0.333 -0.183 0.212
C -5.131696 -9.768962 21.095468 -0.884 0.651 1.629
H 0.101438 4.500378 18.963459 0.101 -0.213 0.395
H -5.982130 -10.826171 19.528378 0.378 -0.203 -0.549
F -2.139262 3.407814 13.323960 0.841 -0.185 2.045
F -11.835288 3.328890 20.090600 0.879 -0.113 -1.610
F -5.905944 -4.790673 15.464467 -0.666 0.367 0.758
O -0.928367 7.231315 19.162548 5.473 -0.450 -1.434
H -5.885827 3.969088 20.634260 0.765 0.972 0.283
H 1.848721 5.855406 18.239006 -0.232 0.300 -1.166
H -12.054285 9.223513 24.836724 -0.345 -0.266 -0.284
N 1.264300 6.230134 18.972585 -0.742 0.110 1.071
C -4.630936 -11.440319 24.992334 1.095 -1.400 -0.012
H -3.114150 -4.371119 23.444554 0.614 0.277 -0.597
H -12.093014 9.215023 18.031231 0.265 0.041 0.060
C 0.490803 8.265692 17.478235 -0.195 -0.073 1.345
C -13.101959 11.415873 21.714448 0.842 -0.975 -0.456
H -3.887404 -7.258360 21.915913 -0.055 0.204 -0.086
F -7.429931 8.611889 23.814968 -0.487 -0.056 -0.323

***

Number 1: energy -7633.019609 hartree, orbital gap 8.509 eV. Number 2: energy -5237.490559 hartree, orbital gap 7.704 eV.